ORCA calculation (ωB97M-V with the def2-TZVPD basis set) on a structure of composition C32H47FeN2O2P2 in a non-equilibrium geometry.

## Properties
Calculated total energy: -3453.50096 a.u.
Lowest unoccupied orbital energy (spin up / spin down): -4.1552 / -4.7077 eV

Geometry as ORCA input:
```
! wB97M-V def2-TZVPD RIJCOSX def2/J DEFGRID3
* xyz 1 5
C -1.82236 -1.36988 -1.53484
C 0.49537 -1.55582 -1.43770
C -1.84884 -2.18094 -2.66807
C 0.48557 -2.60935 -2.35197
C -0.70843 -2.91016 -3.01033
H -2.77897 -2.24284 -3.23085
H 1.41430 -3.13283 -2.56861
H -0.74413 -3.67062 -3.78819
N -0.67402 -1.18933 -0.83252
P -2.77976 -0.09984 0.70867
P 2.92990 -0.72345 0.23188
C -2.98125 -0.50413 -1.09851
H -2.96772 0.44701 -1.65748
H -3.94458 -0.97338 -1.32950
C 1.63207 -0.57761 -1.30965
H 2.31036 -0.75448 -2.14469
C 4.25278 0.48217 -0.40590
C 3.27323 -1.50093 1.94655
C -3.48833 1.63302 0.80593
C -3.82918 -1.49706 1.44661
C 3.93187 1.91221 0.06591
H 3.93164 2.00634 1.15825
H 4.71163 2.58168 -0.33103
H 2.96538 2.26740 -0.30930
C 5.63354 0.04613 0.11012
H 5.73046 0.12639 1.19693
H 5.84666 -0.98236 -0.20651
H 6.40076 0.69489 -0.33808
C 4.37748 0.49062 -1.94672
H 5.17070 1.20676 -2.21022
H 4.67618 -0.49764 -2.32067
H 3.47031 0.82017 -2.46586
C 3.67659 -0.39757 2.93423
H 2.90581 0.38671 2.97941
H 3.76139 -0.84935 3.93473
H 4.64256 0.06593 2.70204
C 2.05897 -2.25696 2.50884
H 1.29286 -1.58737 2.91975
H 1.60123 -2.90195 1.74739
H 2.41300 -2.89420 3.33524
C 4.36708 -2.54103 1.66287
H 5.29466 -2.09656 1.29292
H 4.59538 -3.09354 2.58480
H 3.99849 -3.25332 0.91116
C -4.31396 -1.08788 2.84309
H -4.75238 -1.97549 3.32257
H -3.48569 -0.75248 3.47805
H -5.09736 -0.31968 2.80407
C -2.90516 -2.72294 1.55657
H -2.54088 -3.05752 0.57675
H -2.04711 -2.52216 2.20815
H -3.47842 -3.54641 2.00540
C -5.04724 -1.89489 0.58986
H -5.67091 -2.58227 1.18194
H -5.67818 -1.04218 0.31129
H -4.75980 -2.44263 -0.31635
C -2.62165 2.59469 -0.03854
H -2.60314 2.32304 -1.10073
H -3.04960 3.60546 0.04567
H -1.58020 2.63561 0.31466
C -3.44111 2.10550 2.26700
H -2.41048 2.14915 2.64069
H -3.86374 3.12016 2.31235
H -4.02268 1.46422 2.93759
C -4.92617 1.61704 0.27335
H -4.97746 1.27103 -0.76766
H -5.59833 1.00079 0.88405
H -5.31986 2.64389 0.29353
Fe -0.52071 0.00080 0.70627
C -0.91473 -0.19638 2.77770
O -1.06905 -0.94837 3.73348
N 0.55292 1.19241 -0.07888
C 1.09300 0.77057 -1.17563
C 1.04864 1.66830 -2.35247
C 0.90004 3.04436 -2.12691
C 1.00090 1.15185 -3.66329
C 0.75151 3.91268 -3.21123
H 0.92142 3.40544 -1.09459
C 0.83165 2.01901 -4.74141
H 1.08357 0.07575 -3.83796
C 0.71676 3.39926 -4.51834
H 0.65547 4.98558 -3.02842
H 0.77898 1.60301 -5.75056
H 0.58419 4.07702 -5.36393
O 0.36738 1.93314 2.91517
C -0.27106 0.99865 2.50063
*
```